Here is 12 unconnected molecules or ions with the total composition C40H109N13O17 from the OMol25 dataset. Energies are from ωB97M-V/def2-TZVPD.

ORCA input file:
```
! wB97M-V def2-TZVPD RIJCOSX def2/J DEFGRID3
* xyz 0 1
C -1.32899 -0.17843 -22.14514
O -1.27291 -0.68307 -23.27996
N -1.83488 -0.92246 -21.12949
N -0.87931 1.03858 -21.76812
H -1.88690 -1.91696 -21.25964
H -1.91700 -0.59308 -20.16090
H -0.60756 1.72404 -22.44726
H -0.88700 1.20978 -20.77733
C 1.87804 -2.13844 -23.69335
O 2.88388 -2.78705 -24.00270
N 1.46383 -2.00438 -22.42116
N 1.03290 -1.53571 -24.57880
H 0.76042 -1.29828 -22.30171
H 1.90288 -2.46168 -21.64502
H 0.07666 -1.27918 -24.34166
H 1.37507 -1.37175 -25.51480
C 0.34938 0.54011 -29.27176
O 1.30245 0.36336 -30.06260
N -0.60413 1.48312 -29.46505
N 0.34161 -0.07461 -28.06768
H -0.51010 2.11031 -30.24275
H -1.50417 1.43860 -29.00294
H 1.20656 -0.47712 -27.76258
H -0.58846 0.00016 -27.68720
C 3.66158 -1.75936 -27.84846
O 2.86026 -1.29125 -27.02362
N 3.49891 -1.71934 -29.18679
N 4.81381 -2.31848 -27.40692
H 2.74653 -1.15139 -29.56555
H 4.20080 -2.05332 -29.81623
H 5.42009 -2.70840 -28.10509
H 4.89577 -2.58646 -26.44266
C -0.65339 -3.53780 -18.80708
C -0.69668 -5.03735 -18.40941
O 0.61448 -5.49274 -18.13316
H -1.67089 -3.32954 -19.15709
H 0.08049 -3.19466 -19.53247
H -0.52486 -2.96686 -17.88747
H -1.22981 -5.71234 -19.09573
H -1.35846 -5.20365 -17.55209
H 1.05846 -5.39062 -18.99262
C 2.05789 -5.79382 -25.38941
C 3.21035 -6.22691 -24.46160
O 4.19145 -5.19947 -24.44596
H 2.55079 -5.55463 -26.33485
H 1.49869 -4.91705 -25.06470
H 1.29260 -6.56967 -25.47936
H 3.65409 -7.17490 -24.74701
H 2.74421 -6.20155 -23.46694
H 3.73550 -4.34277 -24.36893
C 6.68833 -0.99381 -24.71025
C 6.15470 -2.04149 -23.76934
O 6.95543 -2.47454 -22.67087
H 6.94843 -0.10340 -24.13895
H 5.88489 -0.72565 -25.39759
H 7.49452 -1.40889 -25.31995
H 5.63352 -2.83704 -24.30697
H 5.34025 -1.53979 -23.22872
H 7.04480 -3.43027 -22.69192
C -2.99902 -1.80618 -28.73818
O -2.29377 -0.91192 -27.89940
C -2.96740 -0.67523 -26.65563
C -2.38368 0.54414 -25.95520
N -2.52361 1.67641 -26.90023
C -1.81129 2.92688 -26.52623
C -1.90568 3.34969 -25.09259
O -3.19887 3.88090 -24.83166
C -3.47098 3.87258 -23.43931
H -2.36498 -2.10517 -29.56955
H -3.82189 -1.24265 -29.19407
H -3.41091 -2.67046 -28.21548
H -2.71598 -1.51000 -25.99237
H -4.01459 -0.60843 -26.95930
H -1.31015 0.47801 -25.76878
H -2.92899 0.78109 -25.03935
H -3.47476 1.99284 -26.70725
H -2.19987 3.73682 -27.15124
H -0.79812 2.89868 -26.93923
H -1.12304 4.09781 -24.90321
H -1.62537 2.55900 -24.38651
H -3.12284 2.98379 -22.91399
H -4.54329 4.04949 -23.34058
H -3.04124 4.77281 -22.98143
C -5.88038 2.42390 -20.12105
O -4.78407 2.37313 -19.20654
C -3.53135 2.29083 -19.86029
C -2.48675 2.02694 -18.76597
N -2.30769 0.57970 -18.65647
C -1.51833 0.16960 -17.50334
C -0.01841 0.48007 -17.68727
O 0.48987 -0.19233 -18.83399
C 1.74143 -0.79522 -18.55944
H -6.01264 1.46966 -20.63632
H -5.67016 3.21854 -20.83917
H -6.79584 2.60518 -19.56571
H -3.40209 3.29287 -20.29469
H -3.53130 1.56430 -20.67765
H -2.95785 2.35431 -17.83023
H -1.56558 2.60022 -18.85732
H -3.22606 0.18251 -18.47366
H -1.63353 -0.87475 -17.22003
H -1.69444 0.74025 -16.57553
H 0.50176 0.02883 -16.83756
H 0.14633 1.56024 -17.72008
H 2.43484 -0.17484 -17.99128
H 2.22075 -1.15699 -19.46743
H 1.59150 -1.71946 -17.98356
C -0.28782 -9.47739 -21.00536
O 1.06727 -9.47086 -21.32326
C 1.87268 -10.36578 -20.54637
C 3.35359 -9.98236 -20.67872
N 3.78250 -8.90302 -19.81293
C 2.89250 -7.73990 -19.67555
C 3.66689 -6.49587 -19.44540
O 2.93463 -5.31327 -19.83512
C 3.68119 -4.12688 -19.75518
H -0.51858 -8.83841 -20.14026
H -0.89765 -10.38234 -21.04783
H -0.74287 -8.81733 -21.75976
H 1.79887 -11.30269 -21.10991
H 1.52757 -10.51010 -19.52232
H 3.56011 -9.86708 -21.75196
H 3.93011 -10.89149 -20.47678
H 4.68480 -8.60871 -20.16916
H 2.26563 -7.88701 -18.79088
H 2.19932 -7.63139 -20.51323
H 4.57568 -6.50914 -20.05970
H 3.95776 -6.30009 -18.41039
H 4.38302 -3.89884 -20.56242
H 4.23357 -4.13236 -18.80723
H 2.95311 -3.31913 -19.68215
C 3.65591 0.78633 -21.79064
O 4.03992 0.83886 -20.42568
C 5.13965 -0.05649 -20.29643
C 5.59035 0.07070 -18.86016
N 6.03374 1.43628 -18.63001
C 6.77241 1.63493 -17.37816
C 6.80995 3.09344 -16.98530
O 5.50125 3.67163 -17.02978
C 5.54087 5.02565 -16.66413
H 2.64556 1.17360 -21.94669
H 3.74022 -0.20041 -22.24673
H 4.23183 1.50060 -22.38893
H 5.99187 0.21402 -20.92915
H 4.91974 -1.09978 -20.55400
H 6.46842 -0.54208 -18.63192
H 4.74528 -0.21821 -18.21927
H 5.17635 1.94966 -18.43537
H 7.80651 1.28927 -17.46079
H 6.33556 1.02577 -16.57500
H 7.42279 3.76346 -17.59890
H 7.15711 3.20752 -15.95095
H 6.04480 5.62078 -17.43369
H 6.09563 5.21092 -15.73617
H 4.53640 5.40717 -16.49482
C 7.37954 7.77251 -23.59661
O 6.39999 6.74756 -23.45832
C 5.10080 7.34587 -23.29798
C 4.10078 6.31432 -22.86328
N 3.81494 5.36868 -23.97596
C 3.18995 4.15862 -23.43762
C 2.58183 3.34804 -24.55397
O 3.45843 2.91405 -25.55829
C 3.10907 1.70250 -26.21863
H 6.98555 8.70950 -23.99733
H 8.17554 7.50846 -24.29370
H 7.78191 7.90602 -22.58942
H 4.72323 7.79756 -24.21769
H 5.21005 8.08418 -22.49817
H 3.17118 6.89734 -22.83209
H 4.28766 5.84314 -21.89531
H 4.71532 5.20988 -24.41420
H 2.47009 4.44910 -22.67352
H 3.98532 3.57714 -22.95317
H 1.75908 3.84757 -25.08777
H 1.97333 2.55235 -24.08730
H 2.96782 0.93403 -25.45316
H 3.91734 1.36204 -26.85840
H 2.18331 1.79965 -26.79047
*
```

The SMILES is COCCNCCOC.COCCNCCOC.COCCNCCOC.COCCNCCOC.COCCNCCOC.NC(N)=O.NC(N)=O.NC(N)=O.NC(N)=O.CCO.CCO.CCO. Its HOMO energy is -8.5 eV. The value obtained for the energy above the lowest of the compared OMol25 structures with the same formula, charge and spin is 0.0 kJ/mol. The value obtained for the molar mass is 1044.4 g/mol. The HOMO-LUMO gap is 8.8 eV.

Atom charges from the Löwdin analysis, given in e for atoms 1 to 5: -0.66 -0.03 0.17 0.21 0.10



Here is 10 unconnected molecules or ions with the total composition C40H109N9O12 from the OMol25 dataset. Energies are from ωB97M-V/def2-TZVPD.

ORCA input file:
```
! wB97M-V def2-TZVPD RIJCOSX def2/J DEFGRID3
* xyz 1 2
C 3.29919 -8.31948 0.67124
C 2.57388 -9.36975 1.53171
C 2.19156 -10.66660 0.69672
O 1.23263 -10.36456 -0.31773
C 1.16793 -11.43330 -1.24193
N 3.32563 -9.62661 2.68813
H 3.80432 -7.53580 1.23587
H 2.65198 -7.90651 -0.10250
H 4.06879 -8.83991 0.10119
H 1.63978 -8.87466 1.79716
H 1.65416 -11.28075 1.41928
H 3.07294 -11.13576 0.25952
H 2.20765 -11.64857 -1.48839
H 0.53769 -11.21852 -2.10494
H 0.79629 -12.38700 -0.86718
H 4.27604 -9.92229 2.51667
H 3.63550 -8.75918 3.10244
C 1.93160 -0.97478 -3.81823
C 1.33238 0.36653 -4.22138
C 2.20200 1.57994 -4.01542
O 1.57044 2.76629 -4.34415
C 2.33166 3.91430 -4.24704
N 1.06926 0.25804 -5.68149
H 1.13330 -1.71566 -3.86206
H 2.27290 -0.86524 -2.78886
H 2.75765 -1.40520 -4.38435
H 0.43784 0.62020 -3.65256
H 3.17016 1.46126 -4.50191
H 2.51655 1.63977 -2.97351
H 2.59892 4.07094 -3.20198
H 1.63858 4.72136 -4.48453
H 3.13067 4.05989 -4.97400
H 1.98055 0.23929 -6.11657
H 0.59771 1.07651 -6.03906
C 3.12261 -2.97554 2.75022
C 3.22793 -2.81570 1.23519
C 4.51747 -2.09218 0.79778
O 4.51891 -0.79354 1.26661
C 3.64258 0.08584 0.48756
N 3.17819 -4.19889 0.78137
H 3.82414 -3.70185 3.16060
H 2.11022 -3.32794 2.94770
H 3.26459 -1.98626 3.18528
H 2.42656 -2.22225 0.79503
H 4.64981 -2.10380 -0.28409
H 5.40802 -2.55350 1.22465
H 2.59838 -0.22681 0.48291
H 4.06684 0.25866 -0.50150
H 3.53410 1.08110 0.91860
H 2.34005 -4.67164 1.08817
H 3.98697 -4.70505 1.11270
C 5.93216 -6.50941 -11.27015
C 5.41652 -5.15881 -10.87626
C 5.36349 -4.86170 -9.35737
O 4.54332 -5.84404 -8.68708
C 4.34247 -5.61698 -7.22388
N 6.13894 -4.14807 -11.58787
H 5.96212 -6.57578 -12.35771
H 5.38991 -7.33505 -10.80932
H 6.96604 -6.61958 -10.94293
H 4.37364 -5.18567 -11.19217
H 4.87574 -3.90533 -9.16879
H 6.36685 -4.82790 -8.93281
H 4.12453 -4.56745 -7.02613
H 5.16950 -5.98885 -6.61903
H 3.43418 -6.18365 -7.01903
H 6.04318 -3.34838 -10.97842
H 7.11087 -4.41351 -11.51719
C 6.40914 -6.27220 -1.61487
C 6.45462 -4.74236 -1.27313
C 7.13304 -4.41081 0.03787
O 6.37119 -4.93055 1.18513
C 6.80897 -4.69411 2.44896
N 7.14494 -4.08221 -2.39515
H 5.83117 -6.84312 -0.88817
H 7.38768 -6.71606 -1.43176
H 5.96711 -6.47622 -2.59011
H 5.42179 -4.40050 -1.20597
H 7.24286 -3.32762 -0.01456
H 8.11591 -4.88095 0.07012
H 7.64237 -5.35436 2.68897
H 5.94550 -4.84988 3.09568
H 7.08972 -3.64585 2.55119
H 6.96521 -4.46248 -3.31341
H 7.04725 -3.07762 -2.35819
C -0.03566 -7.70221 -2.90465
C -0.88280 -7.50221 -1.67069
C -2.07048 -8.47784 -1.50112
O -3.08476 -8.27911 -2.54657
C -3.72639 -7.04139 -2.54050
N -0.02269 -7.59905 -0.43280
H 0.55496 -6.81373 -3.12793
H -0.79666 -7.86061 -3.66878
H 0.54796 -8.61100 -2.75773
H -1.26835 -6.48655 -1.58185
H -2.54365 -8.34849 -0.52773
H -1.80177 -9.53402 -1.52032
H -4.19154 -6.85910 -1.57174
H -4.44831 -7.01557 -3.35676
H -3.03525 -6.20531 -2.64716
H -0.61510 -7.45293 0.37207
H 0.22965 -8.57210 -0.33481
C 2.51562 -11.63401 -5.55465
C 1.73218 -10.34767 -5.42555
C 2.55994 -9.07208 -5.25532
O 3.50671 -9.25545 -4.17100
C 4.30502 -8.07627 -4.04497
N 1.01254 -10.12368 -6.66699
H 1.87625 -12.51236 -5.64300
H 2.93981 -11.74409 -4.55663
H 3.35235 -11.64025 -6.25317
H 0.99228 -10.50436 -4.64064
H 1.88473 -8.23070 -5.09951
H 3.10971 -8.81984 -6.16208
H 5.27840 -8.28298 -3.60011
H 3.85524 -7.34993 -3.36805
H 4.59732 -7.61077 -4.98623
H 0.46351 -10.96146 -6.79662
H 0.32570 -9.41913 -6.43902
C 9.30081 2.07040 -1.68087
C 8.87283 0.61096 -1.74340
C 7.46084 0.53134 -2.36726
O 7.13302 -0.89593 -2.43603
C 5.76024 -0.96282 -2.80253
N 9.79888 -0.15855 -2.56462
H 9.50946 2.45574 -2.67890
H 10.18230 2.17471 -1.04827
H 8.45094 2.63733 -1.30084
H 8.79426 0.19971 -0.73702
H 7.43193 0.98978 -3.35575
H 6.77149 1.11500 -1.75716
H 5.50273 -0.38273 -3.68870
H 5.28872 -0.67462 -1.86301
H 5.60365 -2.01480 -3.04108
H 9.19956 -0.86366 -2.96926
H 10.39888 -0.61190 -1.89040
C 2.96115 -4.93711 -4.07129
C 2.49759 -4.85675 -2.58957
O 2.90246 -3.62691 -2.00549
O 4.39094 -4.94286 -4.15876
H 2.61610 -4.06104 -4.62042
H 2.55297 -5.86127 -4.48047
H 2.91577 -5.63183 -1.94733
H 1.40888 -4.80847 -2.56774
H 2.89300 -3.65520 -1.04595
H 4.67165 -4.34161 -3.46500
C -3.03434 -5.45851 5.74805
O -3.21350 -4.78764 4.48418
C -4.54080 -4.62891 4.05959
C -4.61967 -3.85380 2.73992
N -4.24249 -4.68662 1.53927
C -4.26120 -4.09429 0.18229
C -2.82472 -3.70903 -0.21758
O -2.76988 -3.29569 -1.54934
C -1.49373 -3.21881 -2.07309
H -1.95678 -5.39269 5.89848
H -3.25399 -6.52559 5.78229
H -3.60369 -5.08959 6.60119
H -5.00373 -4.01549 4.83258
H -5.07951 -5.57126 3.96036
H -3.86397 -3.07321 2.82759
H -5.53933 -3.33008 2.47905
H -3.40020 -5.19781 1.76136
H -4.92809 -3.24681 0.02377
H -4.49502 -4.85371 -0.56383
H -2.13524 -4.52516 -0.00162
H -2.55699 -2.77445 0.27535
H -0.91464 -2.48233 -1.51600
H -1.48077 -2.89888 -3.11500
H -1.06083 -4.21837 -2.03330
*
```

Its HOMO energy (spin up / spin down) is -10.4 / -10.4 eV. The value obtained for the molar mass is 908.4 g/mol. The HOMO-LUMO gap (spin up / spin down) is 7.6 / 2.6 eV.

Atom charges from the Löwdin analysis, given in e for atoms 1 to 5: -0.07 -0.44 -0.15 -0.23 -0.10